1.
Entry from the OMol25 dataset: CH5OPS in the gas phase (wB97M-V/def2-TZVPD).

For the HOMO energy, the calculation gives -9.07 eV. Its SMILES is COPS. Its charge is 0. The HOMO-LUMO gap is 9.89 eV.

Last column: Mulliken charge in e.
Atoms and positions in Å:
S (2.12, -0.57, 0.80)  -0.269
P (1.00, 0.95, -0.14)  0.138
O (-0.18, 0.15, -0.96)  -0.286
C (-1.35, -0.31, -0.27)  -0.680
H (-2.19, -0.04, -0.76)  0.321
H (1.78, 1.11, -1.25)  0.041
H (-1.52, -1.42, -0.11)  0.244
H (1.78, -0.12, 2.06)  0.167
H (-1.45, 0.24, 0.64)  0.325



2.
Entry from the OMol25 dataset: 2 unconnected molecules or ions with the total composition CH5OPS (wB97M-V/def2-TZVPD).

For the HOMO energy, the calculation gives -8.55 eV. Its SMILES is [PH3]=S.C=O. Its charge is 0. The HOMO-LUMO gap is 8.84 eV.

Last column: Mulliken charge in e.
Atoms and positions in Å:
S (-0.04, -3.10, -0.34)  -0.406
P (1.11, -1.61, 0.17)  0.229
O (-0.42, 1.17, -0.46)  -0.388
C (-1.29, 1.96, -0.16)  -0.064
H (0.77, -0.35, -0.30)  0.097
H (1.21, -1.16, 1.47)  0.074
H (2.24, -1.72, -0.47)  0.053
H (-1.14, 3.14, 0.00)  0.203
H (-2.44, 1.66, 0.10)  0.202



3.
Entry from the OMol25 dataset: 2 unconnected molecules or ions with the total composition CH5OPS (wB97M-V/def2-TZVPD).

For the HOMO energy (spin up / spin down), the calculation gives -8.69 / -8.12 eV. Its charge is 0. The HOMO-LUMO gap (spin up / spin down) is 7.96 / 6.73 eV.

Last column: Mulliken charge in e.
Atoms and positions in Å:
S (-1.27, 1.05, -0.96)  -0.211
P (-0.84, -2.09, -0.26)  0.170
O (0.34, -2.01, 0.84)  -0.423
C (0.21, 1.67, -0.10)  -0.704
H (0.13, 2.73, -0.26)  0.303
H (0.11, -1.48, 1.62)  0.352
H (0.16, 1.46, 1.04)  0.204
H (0.03, -2.64, -1.26)  0.058
H (1.13, 1.31, -0.65)  0.252



4.
Entry from the OMol25 dataset: a molecular structure, CH5OPS (wB97M-V/def2-TZVPD).

For the HOMO energy, the calculation gives -8.82 eV. Its charge is 0. The HOMO-LUMO gap is 8.82 eV.

Last column: Mulliken charge in e.
Atoms and positions in Å:
S (0.22, 0.18, 1.14)  -0.180
P (1.82, -0.91, -0.82)  0.293
O (2.41, -1.96, 0.01)  -0.439
C (-1.20, 0.62, 0.00)  -0.976
H (-1.75, -0.22, -0.08)  0.367
H (-0.79, 0.85, -0.91)  0.370
H (0.54, 1.53, 1.56)  0.180
H (-1.71, 1.39, 0.38)  0.378
H (0.45, -1.47, -1.27)  0.007



Stability summary - winner: 1; margin: 27.7 kcal/mol.



1.
Entry from the OMol25 dataset: a molecular structure, C60H52FeN7O3Te (wB97M-V/def2-TZVPD).

For the HOMO energy (spin up / spin down), the calculation gives -3.82 / -3.82 eV. Its charge is -1. The HOMO-LUMO gap (spin up / spin down) is 6.02 / 6.02 eV.

Last column: Mulliken charge in e.
Atoms and positions in Å:
Te (5.21, -0.73, -0.82)  0.107
Fe (0.05, 1.27, -0.86)  0.447
O (-3.17, -0.96, 1.35)  -0.823
O (-0.28, -0.55, 0.33)  0.192
O (2.16, 1.42, -0.47)  0.422
N (-0.43, 0.48, -2.65)  1.645
N (1.74, -1.09, -1.55)  1.232
N (0.76, 2.60, -2.06)  0.902
N (0.18, 2.42, 0.79)  1.704
N (-1.98, 1.69, -1.01)  -0.408
N (0.76, 3.11, 2.79)  0.667
N (1.81, 3.37, -1.63)  -1.270
C (-2.40, -1.72, 1.91)  0.258
C (0.79, 2.10, 1.90)  -1.242
C (-2.87, -2.11, 6.15)  -0.384
C (0.39, 2.60, -3.29)  0.630
C (0.10, 4.16, 2.18)  -1.532
C (2.45, 2.62, -0.73)  -0.419
C (-1.82, 0.08, -5.01)  -0.818
C (-0.60, -4.71, 0.61)  0.020
C (-1.34, -2.46, 1.20)  0.161
C (4.13, -1.91, 0.57)  -0.165
C (1.30, -2.28, -1.55)  0.753
C (1.71, -3.28, -2.61)  -1.304
C (-1.65, -2.41, 5.57)  -0.860
C (2.30, -2.19, 2.11)  -0.357
C (-0.44, 1.43, -3.61)  0.875
C (1.46, -4.17, -4.84)  -0.797
C (1.38, 3.12, 4.09)  -0.954
C (-1.85, -0.87, -3.99)  -1.071
C (4.92, 5.21, 0.52)  -0.744
C (3.00, -1.40, 1.20)  0.688
C (0.91, 3.53, -4.33)  -2.035
C (2.52, -5.04, -4.62)  -0.741
C (-2.38, 1.59, 2.02)  1.031
C (4.03, -1.12, -2.57)  -1.483
C (1.05, -3.30, -3.84)  -0.455
C (3.55, 3.29, 0.03)  0.509
C (-3.01, 2.01, -0.38)  -0.227
C (-3.77, -1.61, 3.98)  -0.483
C (-1.11, 1.25, -4.81)  -0.918
C (2.61, -0.58, -2.59)  -0.424
C (4.16, 2.60, 1.08)  -0.008
C (-1.37, -3.84, 1.38)  -0.592
C (-2.46, 1.86, 3.37)  -0.956
C (-4.03, 3.61, 2.94)  -1.002
C (-1.14, -0.62, -2.83)  -0.903
C (-6.70, 1.65, -1.36)  -0.840
C (4.56, -3.20, 0.87)  -0.501
C (-0.40, -1.81, 0.32)  -0.751
C (-5.48, 2.54, -3.23)  -0.698
C (-3.97, 3.32, 1.58)  -0.180
C (-2.56, -1.93, 3.39)  0.493
C (-4.33, 2.09, -1.15)  -0.004
C (-3.14, 2.31, 1.10)  0.682
C (5.14, 3.21, 1.84)  -1.259
C (-5.53, 1.66, -0.60)  0.017
C (-3.29, 2.87, 3.84)  -0.893
C (2.72, -3.48, 2.40)  -0.435
C (-0.25, 3.71, 0.95)  -0.642
C (-6.68, 2.10, -2.67)  -0.421
C (-3.93, -1.71, 5.36)  -0.755
C (5.52, 4.52, 1.57)  -0.398
C (0.20, -4.11, -0.34)  -0.860
C (3.86, -3.99, 1.78)  -0.615
C (3.93, 4.60, -0.24)  -0.646
C (-4.32, 2.53, -2.47)  -0.388
C (-0.67, -6.20, 0.78)  -1.530
C (0.35, -2.74, -0.51)  1.342
C (-1.49, -2.33, 4.20)  0.077
C (3.18, -5.02, -3.40)  -0.622
C (2.78, -4.14, -2.40)  0.032
H (6.29, 5.00, 2.16)  0.407
H (-5.45, 2.89, -4.25)  0.384
H (0.30, -6.62, 1.04)  0.307
H (-4.89, -1.46, 5.81)  0.401
H (1.36, 2.12, 4.51)  0.363
H (-1.71, 0.84, 1.63)  -0.311
H (3.29, -4.12, -1.45)  0.433
H (-7.62, 1.29, -0.92)  0.382
H (0.81, 3.78, 4.75)  0.328
H (4.02, -5.69, -3.22)  0.421
H (1.43, 4.35, -3.85)  0.405
H (2.84, -5.72, -5.40)  0.356
H (5.61, 2.67, 2.65)  0.443
H (2.63, -0.42, 0.94)  -0.442
H (1.25, 1.14, 2.10)  0.511
H (-3.36, 3.08, 4.90)  0.406
H (-7.58, 2.10, -3.26)  0.367
H (1.60, 3.03, -5.01)  0.315
H (-3.36, 2.82, -2.89)  0.313
H (2.20, -0.79, -3.59)  0.441
H (2.64, 0.50, -2.47)  -0.063
H (-0.54, -2.57, 3.74)  0.324
H (-1.37, -6.47, 1.57)  0.385
H (-1.88, 1.27, 4.08)  0.559
H (-0.08, 5.09, 2.69)  0.524
H (-2.07, -4.25, 2.11)  0.339
H (0.78, -4.77, -0.98)  0.468
H (0.09, 3.93, -4.93)  0.421
H (-5.55, 1.31, 0.42)  0.464
H (3.85, 1.58, 1.27)  0.687
H (-0.81, 4.21, 0.17)  0.553
H (-2.42, -1.78, -4.09)  0.593
H (2.41, 3.46, 4.03)  0.275
H (0.22, -2.63, -4.01)  0.340
H (-1.00, -6.70, -0.14)  0.313
H (-0.81, -2.72, 6.19)  0.421
H (-2.99, -2.18, 7.23)  0.394
H (-4.57, 3.89, 0.88)  0.517
H (3.44, 5.13, -1.04)  0.481
H (0.94, -4.18, -5.79)  0.426
H (4.07, -2.20, -2.74)  0.150
H (-4.57, -1.26, 3.35)  0.423
H (-1.16, -1.31, -2.00)  0.833
H (-1.08, 2.02, -5.57)  0.396
H (-2.37, -0.08, -5.93)  0.429
H (4.19, -4.99, 1.99)  0.374
H (5.21, 6.23, 0.31)  0.408
H (4.61, -0.65, -3.36)  0.754
H (1.40, -1.80, 2.57)  0.297
H (5.44, -3.60, 0.37)  0.406
H (-4.68, 4.41, 3.29)  0.385
H (2.16, -4.09, 3.09)  0.426



2.
Entry from the OMol25 dataset: a molecular structure, C60H52FeN7O3Te (wB97M-V/def2-TZVPD).

For the HOMO energy (spin up / spin down), the calculation gives -3.60 / -3.60 eV. Its charge is -1. The HOMO-LUMO gap (spin up / spin down) is 5.81 / 5.82 eV.

Last column: Mulliken charge in e.
Atoms and positions in Å:
Te (-1.85, 4.69, 1.55)  0.182
Fe (0.32, -0.06, 0.57)  0.014
O (-0.15, 1.64, 1.67)  0.223
O (1.41, 1.02, -0.94)  0.296
O (3.67, -0.48, -2.15)  -0.679
N (1.13, -1.81, -0.05)  -0.298
N (-0.86, -0.03, 3.09)  -1.020
N (1.88, -0.01, 1.93)  1.450
N (3.53, 0.70, 3.19)  0.672
N (-1.14, -0.80, -0.63)  1.275
N (-1.21, 2.12, -0.84)  0.873
N (-0.89, -0.68, 1.88)  1.259
C (4.51, 1.60, 3.76)  -0.956
C (-0.19, 1.59, 5.31)  -0.656
C (2.86, -5.51, -2.42)  -0.807
C (-2.74, -2.64, -1.94)  -0.713
C (5.18, 1.12, -2.94)  0.673
C (0.78, -5.84, -1.27)  -0.677
C (2.68, 1.00, 2.19)  -1.259
C (3.01, -4.28, -1.78)  -0.006
C (4.46, -3.07, 0.73)  -0.421
C (0.94, -4.62, -0.64)  -0.457
C (5.53, 2.46, -2.92)  0.018
C (-1.14, -0.88, -1.95)  -0.554
C (1.09, 4.01, 4.87)  -1.296
C (3.60, -2.11, 0.22)  1.261
C (0.33, 2.33, -2.68)  1.222
C (2.06, -3.83, -0.87)  -0.112
C (1.66, 2.93, -4.66)  0.077
C (3.77, 0.63, -2.62)  0.015
C (2.70, 2.19, -4.13)  -0.605
C (-3.02, 3.58, 0.14)  -1.307
C (-1.00, 2.50, -2.04)  0.896
C (2.18, -2.47, -0.18)  -0.081
C (-0.21, 6.56, -0.23)  -0.431
C (1.76, 6.00, -1.49)  -0.644
C (-4.17, 4.38, -4.24)  -0.780
C (0.68, 3.24, 3.79)  -0.048
C (1.42, 1.55, -2.10)  -0.664
C (6.16, 0.16, -3.17)  -0.416
C (1.76, 3.64, -5.98)  -1.725
C (5.37, -0.51, 0.36)  -0.530
C (7.47, 0.54, -3.42)  -0.698
C (-3.08, 2.39, -3.45)  -0.360
C (6.84, 2.85, -3.16)  -0.888
C (-0.27, 5.26, 0.27)  -0.287
C (2.22, -1.00, 2.81)  -0.580
C (0.72, 4.34, -0.08)  0.831
C (-2.08, 3.15, -2.86)  -1.894
C (0.50, 2.95, -3.91)  -0.848
C (-2.77, -2.15, 2.50)  -1.996
C (3.24, -0.58, 3.60)  -1.481
C (0.85, 3.58, 6.17)  -0.389
C (5.77, -2.77, 1.09)  -0.925
C (-2.12, 4.54, -2.99)  0.439
C (0.80, 6.92, -1.11)  -0.606
C (-2.73, -2.59, -0.56)  -0.852
C (-4.12, 2.99, -4.13)  -0.782
C (-0.33, 1.17, 2.83)  -0.466
C (1.73, 4.71, -0.96)  -0.646
C (-1.89, -1.67, 0.07)  1.009
C (-1.92, -1.78, -2.65)  -1.254
C (-3.16, 5.15, -3.68)  -0.698
C (0.20, 2.37, 6.38)  -0.743
C (1.75, -6.30, -2.16)  -0.413
C (4.06, -0.80, -0.02)  0.642
C (7.81, 1.89, -3.43)  -0.453
C (6.22, -1.47, 0.89)  -1.033
C (-1.81, -1.52, 1.54)  0.349
C (0.03, 2.02, 4.01)  0.506
C (2.61, 1.49, -2.93)  0.252
C (-2.53, 2.19, -0.23)  -0.698
H (7.11, 3.90, -3.12)  0.421
H (-3.35, -3.24, 0.03)  0.415
H (-1.88, -1.80, -3.73)  0.562
H (2.74, 3.50, -6.43)  0.386
H (8.83, 2.19, -3.63)  0.368
H (3.60, -5.84, -3.13)  0.392
H (5.73, 0.51, 0.24)  0.482
H (2.54, 6.27, -2.20)  0.410
H (1.59, 4.95, 4.69)  0.454
H (4.90, 2.25, 2.99)  0.348
H (2.66, 1.95, 1.68)  0.667
H (-3.29, 1.74, -0.89)  0.545
H (1.63, -7.26, -2.65)  0.362
H (-0.10, -6.45, -1.06)  0.385
H (-0.68, 0.63, 5.46)  0.487
H (8.22, -0.21, -3.61)  0.420
H (0.69, 3.33, 0.32)  -0.166
H (-2.42, -1.99, 3.51)  0.384
H (1.59, 4.72, -5.88)  0.309
H (-3.18, 6.23, -3.78)  0.419
H (-0.33, 3.51, -4.32)  0.526
H (5.88, -0.88, -3.15)  0.439
H (0.01, 2.03, 7.40)  0.410
H (0.18, -4.23, 0.04)  0.305
H (3.87, -3.66, -1.99)  0.529
H (-1.34, 5.14, -2.54)  0.363
H (4.06, 2.21, 4.55)  0.279
H (-0.97, 7.28, 0.05)  0.382
H (1.01, 3.27, -6.69)  0.325
H (-4.91, 2.39, -4.56)  0.403
H (6.41, -3.53, 1.52)  0.385
H (3.61, 2.08, -4.72)  0.471
H (1.16, 4.19, 7.01)  0.407
H (0.85, 3.56, 2.77)  0.740
H (-3.36, -3.36, -2.46)  0.429
H (-3.15, 4.21, -0.73)  0.141
H (4.08, -4.07, 0.88)  0.537
H (5.33, 1.02, 4.17)  0.343
H (3.78, -1.06, 4.39)  0.507
H (-4.98, 4.85, -4.78)  0.345
H (2.48, 3.98, -1.25)  0.545
H (-2.48, 1.57, 0.67)  0.141
H (0.83, 7.93, -1.51)  0.364
H (1.71, -1.95, 2.79)  0.459
H (-3.03, 1.30, -3.37)  0.470
H (-0.47, -0.19, -2.46)  0.641
H (-3.77, -1.72, 2.41)  0.318
H (3.33, -0.05, 0.22)  -0.557
H (-2.85, -3.22, 2.31)  0.445
H (4.77, 3.20, -2.68)  0.458
H (7.24, -1.20, 1.16)  0.394
H (-3.99, 3.51, 0.64)  0.705



Stability summary - winner: 1; margin: 27.6 kcal/mol.



1.
Entry from the OMol25 dataset: C21H24N2O4 in the gas phase (wB97M-V/def2-TZVPD).

For the HOMO energy, the calculation gives -8.79 eV. Its SMILES is CCC(=O)Oc1ccc(C(=O)Nc2cccc(C(=O)NCC(C)C)c2)cc1. Its charge is 0. The HOMO-LUMO gap is 8.65 eV.

Last column: Mulliken charge in e.
Atoms and positions in Å:
O (1.08, 1.29, 2.01)  -0.660
O (3.48, -4.37, 0.53)  -0.734
O (-3.25, -3.53, 0.39)  -0.668
O (-2.19, -1.97, -0.76)  -0.227
N (4.03, -2.28, 0.29)  0.124
N (1.04, 2.99, 0.17)  -0.177
C (-1.57, 1.33, -0.36)  -0.823
C (-0.23, 3.40, 0.60)  -1.476
C (1.33, -2.18, -1.18)  -0.971
C (4.78, -0.08, -0.58)  -0.570
C (-4.85, -0.72, 0.70)  -0.813
C (-1.37, 3.02, -0.38)  -1.033
C (-4.40, -1.67, -0.54)  -0.758
C (-3.16, -2.36, -0.20)  0.770
C (3.18, -3.14, 0.40)  0.029
C (2.85, -0.23, 0.65)  -0.548
C (1.62, 1.85, 0.94)  0.260
C (4.73, 1.19, -1.01)  -1.208
C (-0.06, -2.02, -1.11)  0.777
C (-0.99, -2.30, -0.27)  0.250
C (-2.70, 3.69, 0.26)  -1.314
C (1.68, -2.82, 0.02)  0.228
C (0.80, -3.24, 1.04)  -0.549
C (3.98, -1.04, 0.05)  0.045
C (-0.62, -2.67, 0.86)  -0.868
C (2.84, 1.29, 0.28)  -0.572
C (3.65, 1.92, -0.29)  1.456
H (-0.20, 4.50, 0.36)  0.311
H (5.46, 1.77, -1.31)  0.516
H (-5.24, -2.51, -0.66)  0.242
H (-2.90, 3.32, 1.17)  0.464
H (2.07, -0.71, 1.23)  0.748
H (-4.29, -1.20, -1.40)  0.441
H (5.00, -2.74, 0.20)  0.377
H (-5.20, -1.22, 1.58)  0.338
H (-2.71, 4.88, 0.04)  0.325
H (1.29, 2.97, -0.61)  0.219
H (-0.60, 1.16, -0.63)  0.202
H (1.08, -3.90, 1.83)  0.486
H (5.74, -0.59, -1.10)  0.082
H (-1.28, 3.34, -1.19)  1.532
H (3.60, 3.11, -0.80)  0.215
H (-0.48, 3.26, 1.51)  0.850
H (1.99, -1.89, -1.88)  0.708
H (-5.78, -0.11, 0.33)  0.291
H (-1.41, -3.03, 1.48)  0.617
H (-3.52, 3.42, -0.66)  0.257
H (-0.13, -1.46, -2.20)  0.010
H (-1.79, 1.08, 0.68)  0.326
H (-4.06, 0.08, 0.68)  0.130
H (-2.34, 1.14, -1.15)  0.343



2.
Entry from the OMol25 dataset: 2 unconnected molecules or ions with the total composition C21H24N2O4 (wB97M-V/def2-TZVPD).

For the HOMO energy, the calculation gives -5.95 eV. Its charge is 0. The HOMO-LUMO gap is 3.99 eV.

Last column: Mulliken charge in e.
Atoms and positions in Å:
O (2.84, -0.55, -0.90)  -0.745
O (2.05, 1.11, 0.39)  -0.280
O (3.53, -7.11, 0.44)  -0.638
O (2.57, -7.26, 2.41)  -0.650
N (2.97, -6.59, 1.44)  0.936
N (-1.80, 0.65, 2.43)  0.298
C (2.43, 1.88, -0.77)  -0.247
C (2.79, -5.18, 1.45)  -0.141
C (-3.10, 1.23, 2.06)  -0.521
C (3.20, -4.42, 0.33)  -0.390
C (2.94, -3.07, 0.29)  -0.725
C (-3.67, -2.84, -0.73)  -0.356
C (-3.26, 2.48, 2.95)  -0.568
C (-2.42, -2.68, 1.34)  -0.279
C (-2.58, -0.75, -0.16)  -0.155
C (2.31, -0.21, 0.17)  0.245
C (-3.36, -1.50, -1.03)  -0.730
C (2.25, -2.39, 1.36)  0.799
C (-3.20, -3.42, 0.46)  -0.654
C (2.17, -4.55, 2.55)  -0.448
C (1.90, -1.04, 1.28)  -0.553
C (-1.90, 2.72, 3.63)  -0.615
C (2.23, 3.33, -0.45)  -1.151
C (1.91, -3.19, 2.52)  -0.646
C (-1.38, -0.52, 2.02)  -0.453
C (-2.12, -1.32, 1.06)  0.216
C (-1.09, 1.43, 3.46)  -0.498
H (-3.44, -4.46, 0.68)  0.392
H (-0.05, 1.62, 3.15)  0.256
H (2.22, 3.90, -1.38)  0.375
H (1.90, -5.16, 3.41)  0.434
H (-4.03, 2.27, 3.69)  0.291
H (1.31, 3.53, 0.10)  0.243
H (3.48, 1.69, -1.01)  0.320
H (-3.93, 0.52, 2.23)  0.311
H (3.71, -4.92, -0.49)  0.451
H (-3.57, 3.33, 2.35)  0.319
H (-2.01, 2.96, 4.69)  0.335
H (-0.54, -0.97, 2.57)  0.750
H (1.81, 1.57, -1.62)  0.311
H (3.24, -2.49, -0.58)  0.553
H (-2.31, 0.27, -0.40)  0.494
H (-3.73, -1.04, -1.94)  0.379
H (-2.06, -3.11, 2.28)  0.381
H (3.07, 3.70, 0.14)  0.286
H (-1.37, 3.54, 3.15)  0.309
H (-1.05, 0.87, 4.41)  0.344
H (-3.13, 1.51, 1.00)  0.232
H (1.43, -0.53, 2.11)  0.494
H (-4.27, -3.42, -1.43)  0.391
H (1.45, -2.70, 3.38)  0.294



Stability summary - winner: 2; margin: 245.3 kcal/mol.